Below is a 11-piece molecular cluster, C57H104O9S3 overall in a non-equilibrium geometry, with properties calculated with ωB97M-V/def2-TZVPD.

Cartesian coordinates (Å):
C (4.388, 0.714, 4.084)
C (4.844, 2.012, 4.705)
O (4.804, 3.026, 3.661)
S (5.348, 4.456, 4.048)
C (7.058, 4.100, 4.388)
O (5.300, 5.262, 2.877)
O (4.742, 4.846, 5.276)
H (4.646, -0.117, 4.742)
H (4.954, 0.497, 3.171)
H (3.335, 0.727, 3.818)
H (4.175, 2.311, 5.512)
H (5.859, 1.938, 5.097)
H (7.234, 3.978, 5.453)
H (7.653, 4.936, 4.033)
H (7.325, 3.169, 3.891)
C (5.041, 3.173, 0.077)
C (5.866, 1.906, 0.273)
O (5.652, 0.983, -0.818)
S (5.981, -0.538, -0.577)
C (7.756, -0.455, -0.551)
O (5.507, -0.883, 0.726)
O (5.536, -1.229, -1.723)
H (4.724, 3.267, -0.959)
H (5.651, 4.023, 0.370)
H (4.182, 3.050, 0.732)
H (6.943, 2.092, 0.359)
H (5.597, 1.403, 1.204)
H (8.040, 0.219, -1.352)
H (8.136, -1.461, -0.717)
H (8.060, -0.157, 0.448)
C (3.635, -4.667, 0.094)
C (3.000, -5.949, -0.401)
O (3.927, -7.037, -0.577)
S (4.373, -7.870, 0.709)
C (6.117, -7.714, 0.534)
O (3.949, -7.168, 1.863)
O (4.012, -9.223, 0.483)
H (4.540, -4.420, -0.466)
H (3.984, -4.746, 1.126)
H (2.884, -3.878, 0.077)
H (2.207, -6.263, 0.279)
H (2.518, -5.745, -1.356)
H (6.362, -6.656, 0.468)
H (6.440, -8.202, -0.380)
H (6.579, -8.122, 1.431)
C (1.442, 1.097, 1.644)
C (2.352, 0.347, 0.901)
C (1.961, -0.552, -0.072)
C (0.595, -0.659, -0.324)
C (-0.327, 0.072, 0.408)
C (0.082, 0.954, 1.402)
H (1.789, 1.730, 2.449)
H (3.395, 0.411, 1.193)
H (2.706, -1.153, -0.576)
H (0.271, -1.390, -1.058)
H (-1.382, -0.115, 0.246)
H (-0.652, 1.427, 2.044)
C (-5.481, 1.931, -3.131)
C (-4.713, 2.680, -2.261)
C (-3.441, 2.247, -1.911)
C (-2.925, 1.085, -2.472)
C (-3.629, 0.417, -3.454)
C (-4.923, 0.819, -3.761)
H (-6.480, 2.232, -3.417)
H (-5.142, 3.578, -1.831)
H (-2.814, 2.856, -1.269)
H (-1.947, 0.751, -2.149)
H (-3.236, -0.502, -3.869)
H (-5.547, 0.297, -4.477)
C (0.016, -4.241, 1.339)
C (0.767, -4.964, 2.248)
C (0.275, -6.141, 2.775)
C (-0.960, -6.618, 2.374)
C (-1.739, -5.866, 1.498)
C (-1.234, -4.700, 0.956)
H (0.470, -3.358, 0.904)
H (1.718, -4.598, 2.614)
H (0.837, -6.615, 3.571)
H (-1.410, -7.521, 2.771)
H (-2.739, -6.199, 1.248)
H (-1.839, -4.117, 0.270)
C (0.134, -0.162, -5.322)
C (0.463, -1.230, -6.148)
C (1.597, -2.001, -5.896)
C (2.378, -1.679, -4.800)
C (2.032, -0.637, -3.954)
C (0.881, 0.114, -4.197)
H (-0.708, 0.462, -5.600)
H (-0.214, -1.458, -6.964)
H (1.870, -2.814, -6.554)
H (3.298, -2.218, -4.599)
H (2.650, -0.306, -3.127)
H (0.770, 1.036, -3.639)
C (0.148, 0.209, 5.033)
C (-0.175, 1.692, 5.092)
C (1.033, 2.527, 5.454)
C (1.015, 3.981, 5.033)
C (1.042, 4.147, 3.520)
C (1.243, 5.578, 3.061)
H (-0.672, -0.448, 4.749)
H (0.465, -0.110, 6.038)
H (1.029, -0.027, 4.431)
H (-0.659, 2.005, 4.160)
H (-0.962, 1.897, 5.827)
H (1.961, 2.108, 5.034)
H (1.225, 2.426, 6.530)
H (0.175, 4.534, 5.477)
H (1.873, 4.537, 5.430)
H (1.903, 3.577, 3.150)
H (0.184, 3.669, 3.040)
H (0.418, 6.284, 3.132)
H (2.199, 5.951, 3.436)
H (1.457, 5.570, 1.980)
C (-1.724, 4.507, 0.662)
C (-2.024, 5.568, -0.403)
C (-2.787, 4.981, -1.575)
C (-2.934, 5.932, -2.765)
C (-3.939, 5.463, -3.792)
C (-4.060, 6.424, -4.976)
H (-2.533, 3.766, 0.666)
H (-1.563, 4.960, 1.638)
H (-0.861, 3.875, 0.424)
H (-2.660, 6.345, 0.029)
H (-1.074, 6.000, -0.725)
H (-3.776, 4.605, -1.288)
H (-2.250, 4.085, -1.920)
H (-3.135, 6.963, -2.453)
H (-1.947, 5.994, -3.246)
H (-3.581, 4.520, -4.218)
H (-4.909, 5.324, -3.312)
H (-3.132, 6.582, -5.523)
H (-4.861, 6.122, -5.654)
H (-4.380, 7.417, -4.632)
C (-2.946, -4.187, -7.797)
C (-4.146, -3.809, -6.951)
C (-3.935, -4.043, -5.458)
C (-2.834, -3.164, -4.863)
C (-2.800, -3.114, -3.347)
C (-1.516, -2.530, -2.781)
H (-3.171, -4.088, -8.862)
H (-2.678, -5.237, -7.659)
H (-2.070, -3.564, -7.603)
H (-4.496, -2.797, -7.158)
H (-4.940, -4.491, -7.279)
H (-3.665, -5.084, -5.260)
H (-4.872, -3.822, -4.935)
H (-1.850, -3.487, -5.229)
H (-2.878, -2.153, -5.303)
H (-3.644, -2.590, -2.895)
H (-2.871, -4.160, -3.017)
H (-1.102, -1.762, -3.451)
H (-1.736, -2.002, -1.849)
H (-0.656, -3.188, -2.645)
C (-7.255, -0.322, 1.636)
C (-7.062, 0.449, 2.936)
C (-5.666, 1.028, 3.120)
C (-4.721, 0.171, 3.942)
C (-4.424, -1.213, 3.386)
C (-3.407, -1.167, 2.231)
H (-7.016, 0.335, 0.806)
H (-8.283, -0.686, 1.560)
H (-6.647, -1.225, 1.595)
H (-7.807, 1.253, 2.950)
H (-7.336, -0.130, 3.825)
H (-5.722, 2.013, 3.599)
H (-5.215, 1.276, 2.150)
H (-3.755, 0.690, 4.007)
H (-5.053, 0.093, 4.982)
H (-3.942, -1.822, 4.156)
H (-5.307, -1.749, 3.038)
H (-2.500, -0.625, 2.497)
H (-3.134, -2.184, 1.925)
H (-3.840, -0.769, 1.305)

Computed properties:
Frontier orbital gap = 9.1 eV
HOMO level = -0.3362 hartree
SMILES string = CCOS(C)(=O)=O.CCOS(C)(=O)=O.CCOS(C)(=O)=O.c1ccccc1.c1ccccc1.c1ccccc1.c1ccccc1.CCCCCC.CCCCCC.CCCCCC.CCCCCC
E_tot = -111727.4054 eV